Entry 1:
Formula: C59H42AlBBrF7NO22S2
Source: the OMol25 dataset
Level of theory: ωB97M-V/def2-TZVPD

Structure (XYZ):
```
136
Properties=species:S:1:pos:R:3:forces:R:3:mulliken_charge:R:1
N -3.749 -2.762 1.392 2.06 2.06 0.13 -0.47
B -2.508 -2.169 0.743 -2.27 1.72 0.70 0.49
O -2.644 -0.792 0.171 10.47 -6.26 4.18 -0.91
Al -0.655 -3.046 0.618 -0.01 -0.04 -2.73 -0.43
S 0.960 -1.663 -0.342 1.01 -0.64 1.05 -0.29
C -0.863 -4.593 -0.778 0.74 -1.97 0.45 -0.17
C -1.932 -5.743 -0.311 -5.35 2.53 2.30 0.27
O -3.109 -5.553 0.289 7.77 -1.28 -3.92 -0.50
Br -1.431 -7.669 -0.741 -0.26 1.28 0.37 -0.24
S 0.119 -4.007 2.528 5.42 -6.71 -1.72 0.69
O 1.696 -3.954 2.470 -4.87 1.20 1.13 -0.64
O -0.202 -5.550 2.399 -0.35 4.76 0.96 -0.57
C -0.628 -3.456 4.124 -1.24 -1.76 4.58 0.56
F -1.971 -4.113 4.342 4.12 2.58 -0.80 -0.37
F 0.238 -4.001 5.237 -2.59 1.84 -3.36 -0.30
C -0.825 -1.876 4.396 -2.05 1.70 2.79 0.55
F -0.799 -1.697 5.898 -0.02 -0.60 -4.68 -0.29
F -2.173 -1.324 3.996 4.61 -2.10 0.99 -0.21
C 0.310 -0.860 3.811 1.19 3.61 -0.07 0.51
F 0.258 0.365 4.696 0.26 -4.00 -3.00 -0.29
F -0.089 -0.354 2.455 1.81 -2.20 4.80 -0.10
F 1.707 -1.338 3.890 -5.31 1.57 -0.62 -0.19
H -4.395 -2.012 1.719 0.49 -1.10 -0.22 0.20
H -3.526 -3.459 2.135 -0.58 0.77 -1.04 0.06
H -1.972 -0.733 -0.597 -0.99 -0.02 2.09 0.23
H 2.166 -2.072 0.284 -1.60 0.22 -0.67 0.15
H 0.209 -5.115 -0.812 -2.41 0.94 -0.38 0.28
H -1.109 -4.081 -1.811 0.23 -1.31 2.03 0.26
C -2.467 2.062 0.103 -0.28 0.17 0.14 0.49
C -3.259 2.925 0.747 0.26 -0.11 -0.14 -0.62
C -2.883 4.345 0.898 -0.38 0.05 0.31 0.17
O -3.607 5.135 1.488 0.24 -0.11 -0.27 -0.64
C -1.599 4.774 0.309 0.34 -0.13 -0.16 -0.38
C -0.806 3.911 -0.334 0.05 0.52 0.13 -0.60
C -1.183 2.491 -0.485 0.48 -0.50 -0.32 0.02
O -0.459 1.701 -1.075 -0.55 0.51 0.32 -0.55
H -2.728 1.018 -0.016 0.04 0.42 0.21 0.70
H -4.205 2.626 1.183 0.00 0.01 0.04 0.58
H -1.338 5.818 0.428 0.08 -0.11 -0.04 0.56
H 0.139 4.210 -0.771 -0.01 -0.02 -0.04 0.69
C 3.495 -1.123 -3.330 0.00 0.51 -0.11 -0.15
C 3.713 -0.314 -4.371 -0.07 -0.13 0.32 -0.52
C 4.244 -0.834 -5.647 0.00 0.42 -0.36 0.39
O 4.446 -0.094 -6.600 0.03 -0.27 0.36 -0.58
C 4.523 -2.281 -5.728 0.01 -0.41 0.18 -0.40
C 4.305 -3.090 -4.686 0.15 0.05 -0.52 -0.39
C 3.774 -2.570 -3.411 -0.27 -0.68 0.99 0.34
O 3.573 -3.310 -2.458 0.29 0.58 -0.85 -0.51
H 3.107 -0.758 -2.387 -0.07 -0.07 0.01 0.37
H 3.513 0.750 -4.328 0.00 -0.02 -0.02 0.64
H 4.911 -2.646 -6.671 -0.01 0.04 0.00 0.42
H 4.505 -4.154 -4.730 -0.02 0.03 0.04 0.41
C -2.745 8.216 0.221 -0.38 0.09 0.15 -0.14
C -3.537 9.079 0.865 0.11 -0.40 -0.16 -0.40
C -3.161 10.498 1.016 -0.59 0.49 0.46 0.37
O -3.885 11.288 1.606 0.49 -0.46 -0.39 -0.56
C -1.877 10.927 0.427 0.43 -0.10 -0.26 -0.37
C -1.084 10.064 -0.216 -0.07 0.47 0.15 -0.45
C -1.461 8.645 -0.367 0.39 -0.50 -0.36 0.44
O -0.737 7.855 -0.958 -0.37 0.47 0.35 -0.54
H -3.006 7.171 0.102 -0.06 0.09 0.07 0.40
H -4.483 8.780 1.301 0.04 0.01 0.00 0.45
H -1.616 11.972 0.546 -0.03 -0.02 0.02 0.39
H -0.139 10.363 -0.653 -0.02 -0.04 0.00 0.41
C -4.062 -9.453 3.954 -0.49 0.16 0.09 -0.29
C -4.854 -8.590 4.598 0.08 -0.35 -0.31 -0.51
C -4.478 -7.171 4.749 -0.24 0.43 0.11 0.14
O -5.202 -6.380 5.339 0.25 -0.38 -0.16 -0.63
C -3.194 -6.741 4.160 0.18 -0.12 -0.11 -0.17
C -2.401 -7.604 3.517 0.05 0.29 0.11 -0.26
C -2.778 -9.024 3.366 0.49 -0.38 -0.45 0.25
O -2.054 -9.814 2.775 -0.47 0.37 0.42 -0.59
H -4.323 -10.497 3.835 0.05 0.05 0.04 0.43
H -5.800 -8.889 5.034 0.05 0.01 0.02 0.37
H -2.933 -5.697 4.279 -0.18 -0.47 -0.06 0.75
H -1.456 -7.305 3.080 -0.04 0.07 -0.02 0.67
C -3.187 -9.268 7.846 0.23 0.31 0.26 0.05
C -2.720 -8.950 9.058 -0.07 0.08 -0.44 -0.51
C -2.908 -9.852 10.212 0.34 0.30 0.77 0.33
O -2.482 -9.561 11.321 -0.29 -0.23 -0.68 -0.56
C -3.631 -11.117 9.975 -0.25 -0.32 -0.31 -0.42
C -4.099 -11.434 8.764 0.06 -0.11 0.51 -0.39
C -3.910 -10.533 7.610 -0.30 -0.18 -0.86 0.38
O -4.336 -10.824 6.501 0.25 -0.05 0.99 -0.48
H -3.058 -8.618 6.990 0.00 -0.02 0.00 0.37
H -2.187 -8.027 9.247 -0.02 -0.04 0.02 0.43
H -3.760 -11.767 10.832 0.02 0.04 0.00 0.39
H -4.632 -12.358 8.575 0.02 0.04 -0.03 0.41
C 4.210 3.830 1.401 -0.30 -0.30 -0.20 -0.35
C 3.415 3.463 0.391 0.12 -0.17 0.40 -0.60
C 3.219 4.333 -0.785 -0.28 -0.14 -0.36 0.68
O 2.489 3.999 -1.708 0.37 0.17 0.39 -0.52
C 3.937 5.623 -0.803 0.05 0.43 0.26 -0.32
C 4.732 5.990 0.206 -0.21 -0.02 -0.36 -0.38
C 4.928 5.120 1.382 0.56 0.28 0.58 0.28
O 5.658 5.454 2.306 -0.44 -0.21 -0.53 -0.58
H 4.364 3.203 2.271 0.01 0.03 -0.01 0.45
H 2.882 2.520 0.389 -0.03 -0.01 -0.03 0.69
H 3.783 6.249 -1.673 0.00 -0.16 0.25 0.30
H 5.265 6.933 0.208 -0.01 -0.03 0.02 0.43
C 4.133 6.841 -6.864 0.22 0.35 0.37 -0.47
C 4.600 7.159 -5.653 -0.14 0.10 -0.44 -0.32
C 4.412 6.258 -4.499 0.18 0.14 0.34 0.41
O 4.838 6.548 -3.389 0.02 -0.01 -0.80 -0.61
C 3.689 4.992 -4.735 -0.13 -0.34 -0.22 -0.10
C 3.221 4.675 -5.946 0.10 -0.07 0.43 -0.44
C 3.410 5.576 -7.101 -0.29 -0.29 -0.92 0.33
O 2.984 5.285 -8.210 0.27 0.24 0.78 -0.59
H 4.262 7.491 -7.721 0.00 -0.07 0.00 0.41
H 5.133 8.083 -5.463 0.00 -0.04 0.02 0.43
H 3.560 4.342 -3.878 -0.06 0.05 0.02 0.38
H 2.688 3.751 -6.136 0.02 0.02 -0.02 0.50
C 7.404 1.805 -5.731 -0.30 0.11 -0.29 -0.34
C 6.788 2.700 -6.509 0.00 -0.40 0.12 -0.37
C 7.166 4.127 -6.483 -0.37 0.41 -0.44 0.41
O 6.600 4.948 -7.193 0.32 -0.40 0.42 -0.55
C 8.252 4.526 -5.565 0.33 -0.09 0.32 -0.32
C 8.868 3.631 -4.788 -0.05 0.49 -0.15 -0.39
C 8.490 2.204 -4.814 0.37 -0.70 0.52 0.29
O 9.055 1.383 -4.104 -0.35 0.58 -0.47 -0.57
H 7.139 0.755 -5.738 -0.01 0.03 0.00 0.50
H 5.990 2.424 -7.188 -0.01 -0.02 0.03 0.50
H 8.517 5.576 -5.559 -0.03 -0.01 -0.01 0.42
H 9.666 3.907 -4.109 -0.03 -0.04 -0.01 0.42
C -6.612 1.518 -2.340 0.33 0.18 0.28 -0.48
C -5.543 1.282 -1.572 -0.38 0.30 -0.39 -0.10
C -5.051 -0.091 -1.346 -0.20 0.21 -0.32 0.26
O -4.074 -0.309 -0.643 -9.68 2.70 -4.90 0.04
C -5.784 -1.193 -2.002 -0.36 -0.15 -0.27 -0.49
C -6.852 -0.957 -2.769 0.29 -0.25 0.18 -0.40
C -7.345 0.416 -2.995 -0.62 0.08 -0.46 0.23
O -8.321 0.633 -3.699 0.52 -0.09 0.38 -0.59
H -6.987 2.519 -2.515 -0.05 -0.03 -0.01 0.44
H -4.995 2.079 -1.085 -0.02 -0.05 -0.05 0.26
H -5.409 -2.194 -1.827 0.04 0.00 0.06 0.50
H -7.401 -1.754 -3.257 -0.01 0.05 0.00 0.42
```
Forces are in eV/Å.

The HOMO-LUMO gap comes out at 5.2 eV. The relative energy (zero: lowest compared OMol25 entry of this formula, charge and spin) is 183.2 kcal/mol. As for the largest force on an atom: 12.90 eV/Å. For the molar mass, the calculation gives 1431.79 Da. Its net charge is -1.

=====

Entry 2:
Formula: C22H21N6OTi
Source: the OMol25 dataset
Level of theory: ωB97M-V/def2-TZVPD

Structure (XYZ):
```
51
Properties=species:S:1:pos:R:3:forces:R:3:mulliken_spin:R:1
Ti -0.597 -0.001 0.125 -1.35 -0.02 -0.31 1.05
C -3.173 -0.187 -0.175 0.07 0.01 -0.01 0.01
C -2.922 1.110 0.286 0.08 0.01 -0.01 0.00
C -2.307 1.304 1.528 0.11 0.00 0.04 0.01
C -1.928 0.201 2.298 0.06 -0.02 -0.02 -0.03
C -2.159 -1.098 1.823 0.12 0.02 0.07 0.03
C -2.783 -1.291 0.588 0.05 -0.02 -0.04 -0.01
H -3.679 -0.337 -1.122 -0.02 0.00 0.01 0.00
H -3.204 1.970 -0.308 -0.03 -0.01 -0.01 0.00
H -2.118 2.310 1.882 -0.02 0.00 0.01 0.00
H -1.448 0.347 3.258 -0.02 0.00 0.02 0.00
H -1.867 -1.956 2.413 0.00 0.01 0.02 0.00
H -2.956 -2.296 0.226 -0.03 0.00 0.00 0.00
C -0.092 1.222 -2.754 0.09 0.01 -0.02 0.01
N -0.671 -0.002 -2.127 -0.14 0.01 0.01 0.03
C -0.212 -1.277 -2.753 0.05 -0.04 -0.02 0.01
C 0.214 -2.210 -1.671 -0.02 0.03 0.02 0.03
N 0.040 -1.915 -0.380 0.50 0.20 -0.02 -0.06
C 0.612 -2.989 0.339 -0.09 0.06 0.07 0.00
C 0.750 -3.210 1.707 -0.02 0.01 0.03 0.00
C 1.369 -4.381 2.098 0.02 -0.04 -0.04 0.00
C 1.839 -5.314 1.159 -0.01 0.01 0.03 0.00
C 1.714 -5.101 -0.199 0.00 0.00 -0.03 0.00
C 1.095 -3.918 -0.577 0.00 0.02 -0.10 0.00
N 0.824 -3.374 -1.840 -0.03 -0.15 0.09 0.00
C 0.259 2.187 -1.673 -0.02 -0.03 0.03 0.03
N 0.027 1.912 -0.387 0.52 -0.18 -0.01 -0.05
C 0.567 2.997 0.339 -0.10 -0.06 0.07 0.00
C 0.639 3.238 1.709 -0.02 0.00 0.02 0.00
C 1.241 4.415 2.111 0.02 0.04 -0.03 0.00
C 1.757 5.332 1.180 -0.01 -0.01 0.03 0.00
C 1.694 5.100 -0.179 0.00 0.00 -0.02 0.00
C 1.092 3.911 -0.568 0.00 -0.02 -0.10 0.00
N 0.877 3.348 -1.833 -0.04 0.16 0.10 0.00
H -0.785 1.662 -3.474 -0.01 0.00 0.00 0.00
H 0.813 0.959 -3.302 0.00 -0.02 -0.01 0.00
H -1.675 0.046 -2.276 0.01 0.01 -0.08 0.01
H 0.629 -1.085 -3.419 -0.01 0.02 -0.01 0.00
H -1.001 -1.718 -3.364 -0.02 0.00 0.01 0.00
H 0.403 -2.504 2.451 0.01 0.01 0.00 0.00
H 1.497 -4.587 3.152 0.00 -0.01 0.00 0.00
H 2.315 -6.220 1.509 0.00 0.01 0.02 0.00
H 2.080 -5.818 -0.922 0.00 0.00 0.01 0.00
H 1.055 -3.808 -2.724 -0.02 0.02 -0.02 0.00
H 0.252 2.545 2.446 0.01 0.00 0.00 0.00
H 1.319 4.638 3.166 0.00 0.01 0.00 0.00
H 2.217 6.243 1.537 0.00 -0.01 0.02 0.00
H 2.094 5.806 -0.894 0.00 0.00 0.00 0.00
H 1.148 3.768 -2.712 -0.02 -0.03 -0.02 0.00
O 1.125 0.011 1.512 0.17 -0.01 0.04 0.16
N 2.019 0.015 0.792 0.18 0.00 0.17 0.77
```
Forces are in eV/Å.

The HOMO-LUMO gap (spin up / spin down) comes out at 6.7 / 6.7 eV. The relative energy (zero: lowest compared OMol25 entry of this formula, charge and spin) is 2.1 kcal/mol. As for the largest force on an atom: 1.39 eV/Å. Its spin multiplicity is 3. For the molar mass, the calculation gives 433.32 Da. Its net charge is +3.